12
Properties=species:S:1:pos:R:3:mulliken_charge:R:1 method="wB97M-V/def2-TZVPD" spin_multiplicity=1 homo_ev=-1.641 total_charge=-2 total_energy_ha=-996.81236
Li 8.114 1.509 12.084 0.826
Cl 6.039 1.073 13.171 -0.990
O 9.339 4.783 10.427 -0.485
C 8.090 4.122 10.332 0.598
O 7.375 4.541 9.377 -0.768
O 7.841 3.279 11.194 -0.613
H 9.202 5.429 9.725 0.285
O 11.484 0.130 11.237 -0.506
C 10.260 0.577 11.675 0.878
O 9.227 0.120 11.117 -0.788
O 10.213 1.433 12.568 -0.715
H 11.269 -0.575 10.617 0.280



91
Properties=species:S:1:pos:R:3:mulliken_charge:R:1 method="wB97M-V/def2-TZVPD" spin_multiplicity=1 homo_ev=-13.710 total_charge=+2 total_energy_ha=-3568.41418
Pb -1.258 -1.299 0.323 1.579
Zn -0.652 0.457 -2.602 -0.347
O -2.181 -0.482 -1.894 -0.400
H -3.057 -0.429 -2.290 -0.018
O 0.377 0.094 -1.007 0.864
H 1.336 0.068 -1.096 -0.321
C -0.109 -5.271 -0.598 -1.377
C -0.579 -4.320 -1.667 0.180
C -2.067 -4.059 -1.638 -0.861
O -2.470 -3.728 -0.324 0.054
C -3.862 -3.835 -0.132 -0.875
N 0.088 -2.979 -1.435 -0.456
H -0.610 -6.237 -0.592 0.412
H -0.165 -4.809 0.387 0.143
H 0.950 -5.506 -0.762 0.450
H -0.328 -4.690 -2.663 0.448
H -2.611 -4.921 -2.044 0.578
H -2.298 -3.226 -2.322 0.293
H -4.430 -3.207 -0.832 0.336
H -4.084 -3.470 0.872 0.164
H -4.205 -4.866 -0.233 0.292
H 0.156 -2.582 -2.374 0.094
H 1.071 -3.163 -1.226 0.194
C 2.465 4.391 0.572 -1.625
C 3.121 3.511 -0.457 1.719
C 4.550 3.832 -0.783 -1.253
O 4.843 3.216 -2.010 -0.214
C 6.185 3.454 -2.429 -0.835
N 2.978 2.086 -0.115 -0.438
H 2.931 4.270 1.554 0.395
H 1.428 4.063 0.705 0.186
H 2.431 5.447 0.309 0.405
H 2.629 3.714 -1.432 -0.430
H 5.203 3.426 0.011 0.453
H 4.715 4.917 -0.762 0.484
H 6.335 2.931 -3.372 0.237
H 6.910 3.055 -1.716 0.320
H 6.336 4.524 -2.588 0.346
H 2.013 1.822 -0.298 -0.429
H 3.553 1.562 -0.768 0.384
C -0.845 -3.466 4.745 -1.619
C -0.625 -2.665 3.450 0.972
C 0.801 -2.690 3.000 -1.147
O 0.915 -1.841 1.861 0.463
C 2.253 -1.550 1.526 -0.951
N -1.485 -3.164 2.332 -0.423
H -0.934 -4.536 4.552 0.389
H -1.675 -3.060 5.318 0.416
H 0.023 -3.393 5.412 0.421
H -0.949 -1.648 3.690 -0.542
H 1.086 -3.707 2.690 0.430
H 1.496 -2.390 3.789 0.485
H 2.879 -2.443 1.460 0.352
H 2.704 -0.843 2.236 0.349
H 2.277 -1.019 0.572 0.065
H -1.143 -4.092 2.071 0.211
H -2.377 -3.415 2.761 0.305
C -0.215 3.525 -1.590 -1.224
C -0.589 3.369 -3.058 0.540
C 0.542 2.834 -3.939 -0.846
O 1.012 1.606 -3.382 -0.052
C 2.401 1.370 -3.656 -0.859
N -1.637 2.310 -3.119 -0.645
H 0.381 2.695 -1.222 0.012
H -1.130 3.590 -0.997 0.444
H 0.308 4.467 -1.433 0.517
H -0.896 4.319 -3.500 0.374
H 1.349 3.563 -3.988 0.506
H 0.134 2.630 -4.934 0.457
H 2.540 1.191 -4.726 0.375
H 2.682 0.451 -3.143 0.162
H 3.035 2.193 -3.325 0.280
H -2.418 2.532 -2.506 0.273
H -2.042 2.268 -4.054 0.312
C -4.884 1.012 2.768 -1.558
C -3.677 0.651 1.937 0.428
C -2.411 1.112 2.624 -1.176
O -1.269 0.836 1.839 0.110
C -0.050 1.270 2.438 -0.550
N -3.608 -0.783 1.525 -0.506
H -5.782 0.434 2.534 0.403
H -5.128 2.070 2.696 0.424
H -4.728 0.778 3.830 0.375
H -3.685 1.215 0.995 0.087
H -2.328 0.713 3.648 0.432
H -2.497 2.198 2.764 0.489
H 0.314 0.518 3.158 0.115
H -0.201 2.167 3.040 0.448
H 0.718 1.367 1.676 0.016
H -3.823 -1.330 2.366 0.199
H -4.458 -0.984 0.993 0.329



28
Properties=species:S:1:pos:R:3:mulliken_charge:R:1 method="wB97M-V/def2-TZVPD" spin_multiplicity=1 de_lowest_kj_mol=202.1 homo_ev=-8.080 total_energy_ha=-1201.63380
C 4.150 -1.697 1.407 -0.507
C -3.553 3.060 -2.045 -0.202
C 3.434 -0.523 0.865 -0.545
C -2.313 2.378 -1.547 -0.501
C 4.076 -2.663 0.401 -0.411
C -4.346 3.160 -0.812 -0.557
C 2.257 -1.243 0.078 -0.386
C -2.625 1.774 -0.408 -0.045
N -1.904 -2.376 0.944 -0.476
O 2.877 -2.431 -0.420 -0.452
O -3.829 2.135 0.035 -0.385
P -0.740 -1.628 0.035 0.096
P 0.862 -1.803 1.306 -0.123
H 5.181 -1.326 1.493 0.284
H 4.016 -2.010 2.437 0.307
H -3.465 4.094 -2.403 0.267
H -4.182 2.404 -2.721 0.213
H 3.006 0.098 1.728 0.310
H 4.094 0.028 0.192 0.319
H -2.798 -1.867 0.781 0.276
H -1.444 2.099 -2.133 0.319
H 4.842 -2.916 -0.330 0.313
H 3.899 -3.635 0.820 0.257
H -3.995 4.140 -0.198 0.206
H -5.356 3.237 -0.780 0.373
H 1.835 -0.795 -0.743 0.520
H -2.101 0.990 0.114 0.257
H -1.880 -2.684 1.901 0.272



16
Properties=species:S:1:pos:R:3:mulliken_charge:R:1 method="wB97M-V/def2-TZVPD" spin_multiplicity=1 de_lowest_kj_mol=253.9 homo_ev=-8.285 total_energy_ha=-271.65589
C -2.757 0.240 -0.428 -0.780
C -1.518 -0.608 -0.315 -0.386
O -0.505 0.218 -0.250 -0.075
C 0.741 -0.356 0.227 0.554
C 1.708 -0.629 -0.908 -1.282
C 1.233 0.644 1.258 -1.302
H -3.317 0.007 -1.338 0.281
H -2.579 1.320 -0.351 0.258
H -3.398 -0.087 0.401 0.301
H 0.463 -1.302 0.700 0.380
H 1.265 -1.318 -1.634 0.340
H 2.017 0.286 -1.423 0.322
H 2.606 -1.104 -0.496 0.362
H 2.084 0.245 1.816 0.383
H 0.424 0.862 1.962 0.327
H 1.532 1.584 0.781 0.316



16
Properties=species:S:1:pos:R:3:mulliken_charge:R:1 method="wB97M-V/def2-TZVPD" spin_multiplicity=1 de_lowest_kj_mol=107.6 homo_ev=-0.699 total_charge=-2 total_energy_ha=-2110.35700
Na 2.534 13.269 -19.431 0.739
Na 1.532 10.452 -19.347 0.883
Cl 3.141 7.271 -19.858 1.657
O 4.526 7.767 -19.955 -0.667
O 2.552 7.637 -18.583 -0.670
O 2.419 8.047 -20.846 -0.629
O 3.165 5.851 -19.915 -0.638
Cl 0.507 12.314 -22.571 1.719
O -0.757 12.911 -22.388 -0.616
O 0.997 12.070 -23.939 -0.688
O 1.448 13.204 -22.036 -0.688
O 0.413 11.025 -21.941 -0.646
C 0.373 12.444 -17.180 0.647
O -0.202 12.697 -16.075 -0.814
O 1.380 11.634 -17.247 -0.819
O -0.050 12.943 -18.315 -0.771



18
Properties=species:S:1:pos:R:3:mulliken_charge:R:1 method="wB97M-V/def2-TZVPD" spin_multiplicity=1 de_lowest_kj_mol=0.0 homo_ev="-0.675 / -0.679" total_charge=-1 total_energy_ha=-813.03667
C 0.412 0.805 -1.285 -0.175
C 0.162 0.020 -2.368 -0.443
C -0.170 -1.375 -2.399 -0.088
C -0.266 -2.283 -1.293 -0.357
C -0.080 -1.975 0.010 -0.552
Mg 0.041 -0.039 0.588 -0.303
P 0.201 2.461 1.488 -0.168
H 0.730 1.871 -1.376 0.069
H 0.210 0.455 -3.393 0.110
H -0.348 -1.819 -3.397 0.218
H -0.162 -2.712 0.832 0.274
H -0.513 -3.324 -1.593 0.148
H -0.917 2.974 2.238 0.045
H 0.339 3.472 0.473 0.084
H 1.301 2.790 2.360 0.037
O -0.292 -0.599 2.674 -0.457
H -1.078 -0.242 3.124 0.276
H 0.430 -0.480 3.315 0.281



19
Properties=species:S:1:pos:R:3:mulliken_charge:R:1 method="wB97M-V/def2-TZVPD" spin_multiplicity=1 de_lowest_kj_mol=159.2 homo_ev=-7.558 total_energy_ha=-418.57840 smiles="N/C=C/N.O.O.O"
C 0.642 -0.204 -0.980 -0.208
C 0.278 0.666 -1.938 -0.102
N 0.992 1.760 -2.409 -0.465
N -0.187 -1.193 -0.400 -0.565
H 1.532 0.033 -0.398 0.341
H -0.623 0.396 -2.475 0.198
H 0.600 2.242 -3.190 0.228
H 1.984 1.674 -2.417 0.191
H -1.043 -1.280 -0.941 0.221
H -0.547 -0.887 0.505 0.178
H 1.509 -4.222 -1.321 0.299
H 0.661 -2.878 -1.678 0.346
O 1.484 -3.342 -1.674 -0.647
H 0.166 -1.113 2.960 0.348
H -0.524 0.106 2.483 0.305
O -0.718 -0.801 2.665 -0.667
H -1.513 2.493 3.672 0.310
H -2.773 3.261 3.551 0.319
O -1.918 3.291 3.984 -0.629



11
Properties=species:S:1:pos:R:3:mulliken_charge:R:1 method="wB97M-V/def2-TZVPD" spin_multiplicity=1 de_lowest_kj_mol=286.7 homo_ev=-9.011 total_energy_ha=-662.41643 smiles="S/C=C1/C=CN=N1"
C 1.584 0.576 -0.010 -0.095
C 0.207 0.207 0.114 0.453
C -1.122 0.839 -0.037 -0.469
C -1.979 -0.224 -0.041 -0.276
H 2.022 -1.564 0.307 0.284
H 1.984 1.651 -0.029 0.259
H -1.336 1.976 -0.097 0.268
H -3.055 -0.302 -0.108 0.419
N -1.257 -1.483 -0.125 -0.496
N 0.019 -1.197 0.101 -0.184
S 2.933 -0.479 -0.075 -0.164